Here is C36H37N4OPS2ScSe2Te as an isolated structure at a distorted geometry from the Open Molecules 2025 dataset. Energies are from the ωB97M-V functional and the def2-TZVPD basis.

Results
Charge: +1
Gap between HOMO and LUMO, eV: 6.6459
HOMO energy, eV: -10.29

Each line ends with the Löwdin charge.
Positions of all 85 atoms, in Å:
Sc1 0.86379 -0.42330 1.44240  0.68
C1 0.63709 4.86460 2.67560  -0.34
S1 2.02889 3.89480 3.30950  0.89
C2 1.40509 2.28550 3.30630  -1.20
S2 2.52009 1.04750 3.64840  0.62
N1 0.11839 2.04930 3.17440  -0.09
N2 -0.24621 0.79910 2.93900  -0.18
C3 -1.37411 0.33770 3.39820  -0.07
C4 -1.67201 -1.04870 3.16640  -0.26
C5 -2.76491 -1.68440 3.77330  0.00
C6 -2.91751 -3.04660 3.63170  -0.03
C7 -1.99231 -3.75150 2.86280  -0.03
C8 -0.96321 -3.05190 2.26350  -0.14
N3 -0.78841 -1.73490 2.39680  -0.03
H1 0.66829 5.83460 3.16180  0.04
H2 0.75699 4.97910 1.60160  0.01
H3 -0.28281 4.34310 2.91980  0.03
H4 -2.02261 0.94550 4.02210  0.15
H5 -3.45351 -1.10390 4.36420  0.12
H6 -3.73221 -3.56570 4.11160  0.12
H7 -2.06361 -4.82210 2.74540  0.12
H8 -0.22341 -3.56600 1.65540  0.12
Se1 -1.63051 1.85860 0.19910  0.33
P1 0.15009 2.43030 -0.84520  0.23
Se2 1.98589 1.54330 -0.00380  0.43
C9 0.29849 4.24990 -0.89230  -0.41
C10 1.53839 4.87670 -0.91740  -0.12
C11 1.60519 6.25470 -1.02840  -0.07
C12 0.44109 7.00650 -1.06180  -0.07
C13 -0.79401 6.37940 -1.02050  -0.06
C14 -0.87031 5.00060 -0.95200  -0.11
C15 0.16749 1.96510 -2.61480  -0.41
C16 1.34639 2.18780 -3.31680  -0.11
C17 1.40249 1.89040 -4.66440  -0.07
C18 0.29719 1.34750 -5.30150  -0.07
C19 -0.87391 1.12130 -4.59810  -0.07
C20 -0.94921 1.44290 -3.25190  -0.15
H9 2.43729 4.27910 -0.83810  0.08
H10 2.56649 6.74110 -1.08910  0.11
H11 0.49919 8.08150 -1.12130  0.11
H12 -1.70321 6.95910 -1.04960  0.11
H13 -1.83481 4.50990 -0.93510  0.07
H14 2.20889 2.58420 -2.79620  0.08
H15 2.30789 2.08840 -5.21500  0.11
H16 0.35429 1.10180 -6.35040  0.11
H17 -1.73441 0.70180 -5.09830  0.11
H18 -1.87701 1.30280 -2.70650  0.06
O1 2.06159 -1.87180 2.93410  -0.20
C21 3.20179 -2.71500 2.72000  -0.21
C22 4.46659 -1.91260 2.41340  -0.14
C23 4.26949 -0.88200 1.28730  -0.17
C24 3.74829 -1.51440 0.03410  -0.30
C25 4.62529 -1.85760 -0.99160  0.01
C26 4.15199 -2.51980 -2.10770  -0.02
C27 2.81259 -2.87990 -2.13610  -0.03
C28 2.00249 -2.49430 -1.08570  -0.15
N4 2.43099 -1.78840 -0.03130  0.02
H19 2.26399 -1.34570 3.73220  0.03
H20 2.93669 -3.37150 1.88710  0.12
H21 3.36679 -3.33960 3.60490  0.13
H22 5.26369 -2.60830 2.15030  0.13
H23 4.77029 -1.36230 3.30430  0.12
H24 5.22359 -0.39690 1.08430  0.13
H25 3.57049 -0.10520 1.64030  -0.01
H26 5.66959 -1.60120 -0.90840  0.12
H27 4.81309 -2.76480 -2.92380  0.12
H28 2.40629 -3.43590 -2.96450  0.11
H29 0.95329 -2.78210 -1.08470  0.05
C29 -3.29821 -1.18300 -0.04700  -0.37
Te1 -1.27991 -1.16880 -0.83720  1.31
C30 -1.83281 -3.24250 -1.25490  -0.39
C31 -3.31561 -3.22040 -1.45250  -0.30
C32 -3.97231 -4.18280 -2.20390  -0.04
C33 -5.34621 -4.12790 -2.36480  -0.07
C34 -6.06491 -3.09650 -1.78500  -0.07
C35 -5.41481 -2.13130 -1.03440  -0.03
C36 -4.04111 -2.19220 -0.85920  -0.30
H30 -3.73771 -0.18990 -0.11720  0.04
H31 -3.27921 -1.46660 1.00740  0.05
H32 -1.58201 -3.90500 -0.42340  0.05
H33 -1.32841 -3.61320 -2.14440  0.06
H34 -3.40081 -4.97340 -2.66840  0.12
H35 -5.84671 -4.88450 -2.95110  0.11
H36 -7.13281 -3.04020 -1.92500  0.11
H37 -5.97631 -1.31940 -0.59790  0.12